Record 1
Entry from OMol25: 2 unconnected molecules or ions with the total composition C5H8ClNSi at a distorted geometry (ωB97M-V/def2-TZVPD).

ORCA input file:
```
! RIJCOSX wB97M-V def2-TZVPD def2/J DEFGRID3
* xyz 0 1
C -0.02 1.47 1.73
C 1.88 0.20 -1.19
C 0.02 0.16 1.87
C 1.59 -1.00 -0.67
C -1.96 -0.38 -0.78
N -1.95 0.08 -1.92
Si 0.16 -1.11 0.47
Cl -0.29 -2.98 1.14
H -0.27 2.35 2.29
H 0.12 1.88 0.69
H 2.76 0.32 -1.94
H 1.33 1.14 -0.73
H -0.08 -0.25 2.87
H 2.11 -1.88 -1.14
H -2.78 -0.53 -0.19
H -2.62 0.51 -2.51
*
```

Computed properties:
**Orbital gap**: 7.9 eV
**Electronic energy**: -27201.8025 eV
**HOMO level**: -7.480 eV
**Energy relative to the best compared isomer or geometry (same formula, charge and spin)**: 326.3 kJ/mol
**Max |F|**: 3.66 eV Å⁻¹
**LUMO**: 0.0151 Eh

=====

Record 2
Entry from OMol25: 2 unconnected molecules or ions with the total composition C9H14N3S at a distorted geometry (ωB97M-V/def2-TZVPD).

ORCA input file:
```
! RIJCOSX wB97M-V def2-TZVPD def2/J DEFGRID3
* xyz 1 1
C -2.47 -0.54 3.11
C -2.00 0.64 2.64
C -1.82 -1.67 2.53
C -0.88 0.84 1.81
C -0.81 -1.57 1.62
C -0.29 -0.31 1.27
C 0.35 -0.14 -2.50
C 0.13 2.15 -2.05
C 2.53 -0.94 -0.82
N -0.34 0.88 -2.04
N 0.78 -0.17 0.48
N 1.09 -0.94 -0.50
S 1.60 2.46 -2.92
H -3.26 -0.77 3.90
H -2.47 1.54 3.08
H -1.86 -2.72 2.90
H -0.46 1.82 1.57
H -0.36 -2.52 1.28
H -0.08 -1.00 -2.83
H 1.16 0.15 -3.12
H -0.52 3.03 -1.84
H 2.91 0.11 -0.73
H 3.14 -1.71 -0.36
H 2.54 -1.24 -1.94
H -1.09 0.71 -1.35
H 0.60 -1.83 -0.78
H 1.87 3.75 -2.39
*
```

Computed properties:
**Orbital gap (spin up / spin down)**: 6.2 / 6.8 eV
**Electronic energy**: -24854.1881 eV
**HOMO level (spin up / spin down)**: -10.912 / -11.359 eV
**Energy relative to the best compared isomer or geometry (same formula, charge and spin)**: 348.2 kJ/mol
**Max |F|**: 3.77 eV Å⁻¹
**LUMO (spin up / spin down)**: -0.1749 / -0.1659 Eh

=====

Record 3
Entry from OMol25: a single C4H2N4 molecule at a distorted geometry (ωB97M-V/def2-TZVPD).

ORCA input file:
```
! RIJCOSX wB97M-V def2-TZVPD def2/J DEFGRID3
* xyz 0 1
N 0.76 -0.37 -3.11
C 0.84 -0.54 -1.85
C 0.57 -0.36 -0.55
C -0.82 -0.13 -0.24
C -0.87 0.54 1.09
N 0.14 0.60 2.04
N 1.28 0.06 1.58
N 1.61 -0.22 0.40
H -1.72 -0.45 -0.83
H -1.80 0.87 1.48
*
```

Computed properties:
**Orbital gap**: 8.4 eV
**Electronic energy**: -10135.9221 eV
**HOMO level**: -10.064 eV
**SMILES string**: N#Cc1ccnnn1
**Energy relative to the best compared isomer or geometry (same formula, charge and spin)**: 376.9 kJ/mol
**Max |F|**: 14.14 eV Å⁻¹
**LUMO**: -0.0607 Eh